1.
A 2-piece molecular cluster, C8H8N4O4 overall at a distorted geometry. Source: the Open Molecules 2025 dataset; level of theory: ωB97M-V/def2-TZVPD.

Geometry as XYZ:
```
24
Properties=species:S:1:pos:R:3:forces:R:3
C -2.389238 1.487714 0.464820 -1.01 -0.70 -1.04
C -1.705389 0.369633 1.079858 1.06 3.34 0.82
C -2.044086 -0.840541 0.713612 -1.15 -0.90 0.26
C -3.900510 -0.178465 -0.717466 0.71 1.16 1.60
C 1.499453 -0.688618 0.242450 -1.21 -0.01 0.32
C 2.584675 -1.559813 -0.102091 1.72 2.79 -0.25
C 3.792421 -0.996659 -0.455720 -0.76 -1.75 0.70
C 3.021633 1.258475 -0.273342 0.21 0.89 -1.69
H -3.983725 1.891087 -0.757792 0.38 -0.69 -0.05
H -0.853913 0.708054 1.733428 -1.14 -1.08 -0.76
H -1.552257 -1.674403 1.096126 0.68 -1.20 0.46
H -3.326090 -2.091071 -0.279522 -0.20 -0.96 -0.15
H 1.003646 1.318628 0.116507 0.67 -0.24 -0.39
H 2.496643 -2.565419 0.149660 -0.11 -1.61 -0.22
H 4.498102 -1.822253 -0.742170 0.22 1.80 0.33
H 5.014480 0.700543 -0.733484 -1.67 -0.09 0.58
N -3.397646 1.101010 -0.461672 -0.41 0.06 0.12
N -3.124533 -1.153454 -0.052427 -0.80 1.54 -1.27
N 1.765385 0.671233 -0.135832 -0.91 -0.35 1.59
N 4.084839 0.374458 -0.377310 0.65 -2.52 -0.87
O -2.188918 2.668586 0.588370 0.47 0.63 0.52
O -4.920848 -0.349349 -1.327728 0.05 -0.76 -0.41
O 0.424268 -1.063581 0.736716 2.99 0.86 -0.97
O 3.201606 2.434216 -0.504990 -0.42 -0.19 0.77
```
Positions in Å, forces in eV/Å.

Output
Frontier orbital gap: 8.98 eV
Highest occupied orbital energy: -9.06 eV
SMILES: O=c1cc[nH]c(=O)[nH]1.O=c1cc[nH]c(=O)[nH]1
LUMO level: -0.0027 Eh

2.
A 3-piece molecular cluster, C4H8O3 overall. Source: the Open Molecules 2025 dataset; level of theory: ωB97M-V/def2-TZVPD.

Geometry as XYZ:
```
15
Properties=species:S:1:pos:R:3:forces:R:3
C 0.220484 -1.780871 -0.256382 0.02 -0.14 0.15
C 0.021672 0.462638 -1.899882 -0.34 0.33 -0.07
O -0.858997 1.041760 -1.307645 0.18 -0.24 -0.43
C 0.130013 1.637077 0.632421 0.61 0.26 0.06
O 1.144279 2.091834 0.231824 -0.68 -0.21 0.24
C -0.754426 0.996477 1.380087 -0.12 0.36 -0.26
O -0.439487 0.796392 2.717494 0.20 0.03 0.23
H 0.580083 -2.410828 0.556704 -0.05 -0.14 -0.12
H -0.706195 -2.185013 -0.674344 0.18 -0.02 0.09
H 0.990050 -1.730914 -1.033729 -0.11 -0.05 0.15
H -0.220358 -0.225973 -2.721169 0.04 0.04 -0.08
H 1.087664 0.593911 -1.640180 -0.19 0.09 -0.03
H -1.734495 0.671932 1.062274 0.28 0.15 -0.07
H 0.016517 -0.795710 0.167006 0.13 -0.34 -0.13
H 0.523196 0.837288 2.785522 -0.16 -0.12 0.28
```
Positions in Å, forces in eV/Å.

Output
Frontier orbital gap: 8.57 eV
Highest occupied orbital energy: -8.11 eV
SMILES: O=C=CO.C=O.C
LUMO level: 0.0170 Eh

> What is the highest occupied orbital energy in the first record?

-9.06 eV

> Among the records above, which one has the highest frontier orbital gap?

C8H8N4O4